Entry 1:
Molecular formula: C3H5O2P
Method: DFT, the ωB97M-V functional and the def2-TZVPD basis

Properties
* lowest unoccupied orbital energy: -0.9 eV
* E_tot: -16573.410 eV
* ΔE to the lowest compared entry with this formula, charge and spin: 54.55 kcal/mol
* SMILES string: C#COP=O.C

Each line ends with the Mulliken charge.
Element x y z (Å)
C 0.288 1.434 1.402  -0.456
C 1.181 1.090 0.657  0.373
O 2.027 0.824 -0.287  -0.373
P 2.493 -0.749 -0.786  0.473
O 1.780 -1.750 -0.044  -0.359
H 0.002 2.110 2.155  0.340
C -1.528 -0.627 -0.554  -0.716
H -0.491 -0.542 -0.711  -0.100
H -1.899 -1.493 -1.145  0.306
H -1.955 -0.535 0.488  0.216
H -1.898 0.238 -1.177  0.295

---

Entry 2:
Molecular formula: C10H12NO2
Method: DFT, the ωB97M-V functional and the def2-TZVPD basis

Properties
* lowest unoccupied orbital energy: -4.6 eV
* E_tot: -16141.945 eV
* total charge: +1
* ΔE to the lowest compared entry with this formula, charge and spin: 10.44 kcal/mol
* SMILES string: C[N+](C)=Cc1ccccc1C(=O)O

Each line ends with the Mulliken charge.
Element x y z (Å)
C 2.666 -0.886 -0.689  -0.962
N 1.428 -0.285 -0.187  0.181
C 1.453 0.355 1.119  -0.877
C 0.373 -0.222 -0.934  0.038
C -0.935 0.308 -0.489  0.112
C -1.176 1.685 -0.488  -0.301
C -2.383 2.193 -0.110  -0.586
C -3.406 1.342 0.150  -0.374
C -3.219 -0.063 0.125  -0.839
C -2.025 -0.601 -0.316  0.383
C -1.909 -2.088 -0.124  0.395
O -2.845 -2.775 -0.094  -0.472
O -0.629 -2.570 0.062  -0.450
H 2.611 -1.898 -0.395  0.392
H 2.966 -0.689 -1.706  0.388
H 3.337 -0.360 -0.010  0.378
H 0.434 0.199 1.414  0.440
H 2.286 -0.160 1.763  0.399
H 1.562 1.494 1.200  0.272
H 0.439 -0.877 -1.783  0.519
H -0.304 2.391 -0.571  0.324
H -2.372 3.264 -0.269  0.387
H -4.454 1.695 0.160  0.346
H -4.031 -0.631 0.317  0.552
H -0.658 -3.501 0.342  0.356

---

Entry 3:
Molecular formula: C6H11NOS
Method: DFT, the ωB97M-V functional and the def2-TZVPD basis

Properties
* lowest unoccupied orbital energy: 0.6 eV
* E_tot: -20767.799 eV
* ΔE to the lowest compared entry with this formula, charge and spin: 127.97 kcal/mol
* SMILES string: C=C(/C=C/C)[S@@](=C)(N)=O

Each line ends with the Mulliken charge.
Element x y z (Å)
C -1.356 -2.086 -0.334  -1.076
C -0.734 -0.928 -0.076  0.397
C 0.686 -0.924 0.333  -0.029
C 1.583 0.025 0.541  0.156
C 2.944 -0.344 0.982  -1.277
S -1.816 0.861 -0.318  0.794
C -1.339 1.939 0.756  -0.770
N -1.460 1.281 -1.924  -0.526
O -3.225 0.515 -0.261  -0.648
H -2.229 -2.278 -0.759  0.419
H -0.765 -2.980 -0.145  0.249
H 0.976 -1.994 0.474  0.127
H 1.323 1.089 0.429  0.084
H 2.884 -1.043 1.775  0.341
H 3.434 0.617 1.324  0.324
H 3.638 -0.688 0.218  0.292
H -2.089 2.684 1.099  0.295
H -0.323 2.336 0.718  0.231
H -0.417 1.345 -2.150  0.305
H -1.716 0.575 -2.681  0.312

---

Entry 4:
Molecular formula: C37H58ClN13O4SeTi
Method: DFT, the ωB97M-V functional and the def2-TZVPD basis

Properties
* lowest unoccupied orbital energy: -6.2 eV
* E_tot: -167845.274 eV
* total charge: +2
* ΔE to the lowest compared entry with this formula, charge and spin: 13.78 kcal/mol

Each line ends with the Mulliken charge.
Element x y z (Å)
Ti -0.539 0.743 0.106  0.180
C -5.539 -0.556 -2.074  -1.245
N -4.630 -0.170 -0.997  0.735
C -5.306 0.131 0.256  -1.067
C -3.281 -0.211 -1.165  -1.515
N -2.490 0.789 -0.690  1.324
C -3.216 2.068 -0.503  -0.754
C -2.235 3.145 -0.118  -1.214
N -1.319 2.595 0.907  0.657
C -2.051 2.299 2.176  -1.319
C -2.134 0.807 2.431  -0.273
N -0.795 0.214 2.282  1.460
C -0.487 -0.723 3.167  -1.386
N -1.311 -0.946 4.265  0.638
C -1.363 0.030 5.339  -1.016
C -1.853 -2.266 4.546  -1.181
N 0.616 -1.491 3.098  0.602
C 1.081 -2.269 4.247  -1.265
C 1.513 -1.617 1.966  0.274
C -0.177 3.520 1.133  -1.583
C 0.916 2.783 1.868  -0.483
N 1.363 1.648 1.048  1.288
C 2.622 1.260 1.245  -1.154
N 3.361 0.720 0.241  1.344
C 4.349 -0.324 0.472  -1.108
C 3.539 1.400 -1.037  -1.030
N 3.237 1.370 2.454  0.674
C 4.636 1.763 2.576  -1.215
C 2.566 1.119 3.718  -1.198
N -2.819 -1.265 -1.857  1.092
C -3.532 -2.544 -1.843  -1.218
C -1.728 -1.239 -2.823  -1.516
H -6.302 0.217 -2.167  0.417
H -6.036 -1.507 -1.873  0.399
H -5.002 -0.621 -3.017  0.301
H -6.001 -0.681 0.475  0.443
H -5.878 1.059 0.196  0.316
H -4.597 0.187 1.076  0.413
H -3.965 1.985 0.283  0.711
H -3.741 2.354 -1.416  0.781
H -2.742 4.035 0.266  0.393
H -1.630 3.442 -0.967  -0.080
H -3.051 2.731 2.126  0.612
H -1.530 2.789 2.998  0.430
H -2.808 0.337 1.714  -0.683
H -2.577 0.649 3.408  0.976
H -0.987 0.993 4.993  0.253
H -0.757 -0.281 6.197  0.327
H -2.390 0.164 5.687  0.354
H -1.734 -2.908 3.674  0.314
H -2.921 -2.175 4.753  0.364
H -1.384 -2.749 5.408  0.362
H 0.804 -3.320 4.156  0.341
H 0.692 -1.870 5.175  0.389
H 2.169 -2.206 4.279  0.378
H 1.253 -0.958 1.153  -1.264
H 1.523 -2.650 1.611  0.464
H 2.522 -1.370 2.296  0.737
H -0.521 4.395 1.692  0.299
H 0.179 3.844 0.155  0.337
H 0.529 2.463 2.837  0.031
H 1.741 3.471 2.065  0.777
H 4.241 -0.754 1.462  0.536
H 5.368 0.055 0.367  0.500
H 4.204 -1.108 -0.275  -0.214
H 2.957 2.313 -1.053  0.346
H 3.240 0.765 -1.869  -0.100
H 4.598 1.648 -1.153  0.437
H 5.253 0.946 2.955  0.376
H 4.708 2.599 3.273  0.393
H 5.022 2.088 1.615  0.346
H 1.610 0.633 3.540  0.364
H 2.408 2.036 4.291  0.329
H 3.189 0.451 4.318  0.344
H -4.058 -2.721 -2.783  0.371
H -4.233 -2.582 -1.016  0.393
H -2.799 -3.338 -1.706  0.376
H -2.141 -1.215 -3.835  0.429
H -1.139 -2.151 -2.730  0.397
H -1.073 -0.393 -2.661  -0.017
O -0.594 -5.580 -0.473  -0.589
C 0.425 -5.471 -1.325  0.298
O 0.848 -6.416 -1.924  -0.551
C 1.022 -4.111 -1.527  0.774
C 2.120 -3.880 -2.340  -0.205
Cl 3.047 -4.928 -3.280  -0.092
N 2.370 -2.546 -2.326  -0.151
N 1.504 -1.882 -1.561  1.050
C 0.690 -2.808 -1.071  -0.869
C -0.413 -2.355 -0.205  0.611
O -1.146 -3.090 0.423  -0.900
O -0.546 -1.042 -0.132  0.106
C 3.360 -1.821 -3.069  -0.196
C 2.930 -0.893 -4.002  -0.254
C 3.876 -0.162 -4.704  -0.718
C 5.229 -0.372 -4.473  -0.603
C 5.643 -1.315 -3.541  -0.902
C 4.705 -2.048 -2.829  -0.040
H -0.824 -4.727 -0.054  0.366
H 1.870 -0.746 -4.166  0.440
H 3.557 0.563 -5.441  0.455
H 5.965 0.191 -5.031  0.445
H 6.698 -1.486 -3.373  0.430
H 5.012 -2.793 -2.106  0.524
Se 0.429 1.550 -2.005  -0.010
C -0.846 2.590 -3.013  -0.078
C -2.023 2.102 -3.561  -0.038
C -2.829 2.969 -4.288  -0.478
N -2.541 4.249 -4.497  -0.609
C -1.394 4.700 -4.000  -0.495
C -0.515 3.917 -3.262  -0.292
H -2.328 1.073 -3.443  0.303
H -3.755 2.610 -4.726  0.407
H -1.160 5.740 -4.196  0.401
H 0.408 4.341 -2.888  0.435

---

Entry 5:
Molecular formula: C4H12N4S
Method: DFT, the ωB97M-V functional and the def2-TZVPD basis

Properties
* lowest unoccupied orbital energy (spin up / spin down): -11.3 / -10.9 eV
* E_tot: -21117.069 eV
* total charge: +2
* ΔE to the lowest compared entry with this formula, charge and spin: 84.05 kcal/mol

Each line ends with the Mulliken charge.
Element x y z (Å)
C 0.414 0.001 1.335  0.888
C -1.713 -0.902 -0.713  -1.047
C -0.803 1.060 -2.004  -1.950
C -0.941 0.423 -0.636  0.058
N 1.557 -0.361 2.009  0.392
N 2.664 -0.613 1.487  -0.631
N 0.361 0.137 -0.008  0.637
N 1.374 -0.019 -0.817  -0.506
S -1.073 0.253 2.254  -0.117
H -1.221 -1.592 -1.394  0.338
H -1.835 -1.390 0.250  0.452
H -2.706 -0.684 -1.099  0.390
H -1.782 1.432 -2.303  0.411
H -0.501 0.356 -2.780  0.533
H -0.132 1.918 -1.996  0.559
H -1.477 1.108 0.032  0.374
H 1.416 -0.421 3.038  0.227
H 3.423 -0.880 2.118  0.309
H 1.206 0.121 -1.813  0.201
H 2.288 -0.283 -0.435  0.287
H -0.519 0.336 3.475  0.195

---

Entry 6:
Molecular formula: C4H7NO2
Method: DFT, the ωB97M-V functional and the def2-TZVPD basis

Properties
* lowest unoccupied orbital energy (spin up / spin down): 0.1 / 0.1 eV
* E_tot: -9843.685 eV
* ΔE to the lowest compared entry with this formula, charge and spin: 82.89 kcal/mol

Each line ends with the Mulliken charge.
Element x y z (Å)
O -1.319 1.739 1.159  -0.544
C -0.531 0.609 1.061  0.385
C -1.035 -0.631 0.419  -0.619
N 0.021 -1.183 -0.128  0.147
C 1.186 -0.432 -0.146  -0.953
C 0.839 0.837 0.384  0.569
O 1.372 1.942 0.416  -0.672
H -0.674 2.468 1.081  0.359
H -0.210 0.230 2.061  0.207
H -1.981 -1.145 0.502  0.420
H -0.190 -0.669 -2.814  0.059
H -0.007 -2.134 -0.471  0.264
H 0.515 -0.897 -2.756  -0.064
H 2.016 -0.734 -0.767  0.444

---

Entry 7:
Molecular formula: CH3N2O2S
Method: DFT, the ωB97M-V functional and the def2-TZVPD basis

Properties
* lowest unoccupied orbital energy: -5.6 eV
* E_tot: -18985.514 eV
* total charge: +1
* ΔE to the lowest compared entry with this formula, charge and spin: 47.20 kcal/mol
* SMILES string: C#[N+]S(N)(=O)=O

Each line ends with the Mulliken charge.
Element x y z (Å)
C 1.085 -0.154 -2.113  0.227
N 0.583 -0.485 -1.123  -0.141
S -0.992 -1.070 -0.177  1.121
N -1.088 -0.141 1.103  -0.330
O -1.898 -0.673 -1.171  -0.448
O -0.699 -2.405 0.114  -0.421
H 1.739 0.258 -2.872  0.407
H -1.413 0.840 1.172  0.317
H -0.449 -0.573 1.633  0.268

---

Entry 8:
Molecular formula: C15H20CoFO
Method: DFT, the ωB97M-V functional and the def2-TZVPD basis

Properties
* lowest unoccupied orbital energy (spin up / spin down): 5.5 / 5.3 eV
* E_tot: -58266.789 eV
* total charge: -2
* ΔE to the lowest compared entry with this formula, charge and spin: 1.78 kcal/mol
* spin multiplicity: 5

Each line ends with the Mulliken charge.
Element x y z (Å)
Co -0.868 -0.093 1.669  0.207
C 0.721 -1.795 3.198  -0.367
C -0.698 -1.657 3.213  -0.697
C -1.184 -2.108 1.900  -0.937
H -1.334 -1.436 4.069  0.418
C -0.015 -2.387 1.097  -0.081
C 1.125 -2.248 1.921  -0.537
H 2.140 -2.510 1.634  0.414
H 1.377 -1.646 4.054  0.388
H -2.215 -2.366 1.667  0.564
H -0.034 -2.746 0.070  0.332
C 1.607 1.761 2.291  -0.651
C 2.470 0.678 1.955  -0.509
C 2.419 0.489 0.545  -0.924
H 3.074 0.107 2.654  0.508
C 1.507 1.443 0.006  0.155
C 1.026 2.247 1.082  -0.836
H 0.338 3.078 0.981  0.373
H 1.415 2.132 3.293  0.340
H 2.967 -0.250 -0.032  0.365
H 1.273 1.576 -1.046  0.289
O -0.922 0.097 -0.105  0.304
C -0.789 0.260 -2.914  0.796
C -2.047 0.468 -2.192  -0.940
C -0.257 -1.096 -3.080  -1.009
C -0.140 1.410 -3.563  -1.471
C -1.881 0.900 -0.699  -0.513
H -2.628 -0.470 -2.175  0.331
H -2.647 1.236 -2.703  0.336
H -1.598 1.969 -0.647  0.220
H -2.854 0.797 -0.181  0.248
H -0.763 -1.639 -3.900  0.301
H -0.391 -1.692 -2.162  0.005
H 0.816 -1.068 -3.326  0.335
H -0.565 1.611 -4.564  0.358
H 0.938 1.230 -3.703  0.358
H -0.270 2.325 -2.963  0.359
F -1.114 1.397 2.656  -0.831

---

Q: What is the formula in the fifth record?
A: C4H12N4S

---

Please write out number 8 again, unchanged.
Molecular formula: C15H20CoFO
Method: DFT, the ωB97M-V functional and the def2-TZVPD basis

Properties
* lowest unoccupied orbital energy (spin up / spin down): 5.5 / 5.3 eV
* E_tot: -58266.789 eV
* total charge: -2
* ΔE to the lowest compared entry with this formula, charge and spin: 1.78 kcal/mol
* spin multiplicity: 5

Each line ends with the Mulliken charge.
Element x y z (Å)
Co -0.868 -0.093 1.669  0.207
C 0.721 -1.795 3.198  -0.367
C -0.698 -1.657 3.213  -0.697
C -1.184 -2.108 1.900  -0.937
H -1.334 -1.436 4.069  0.418
C -0.015 -2.387 1.097  -0.081
C 1.125 -2.248 1.921  -0.537
H 2.140 -2.510 1.634  0.414
H 1.377 -1.646 4.054  0.388
H -2.215 -2.366 1.667  0.564
H -0.034 -2.746 0.070  0.332
C 1.607 1.761 2.291  -0.651
C 2.470 0.678 1.955  -0.509
C 2.419 0.489 0.545  -0.924
H 3.074 0.107 2.654  0.508
C 1.507 1.443 0.006  0.155
C 1.026 2.247 1.082  -0.836
H 0.338 3.078 0.981  0.373
H 1.415 2.132 3.293  0.340
H 2.967 -0.250 -0.032  0.365
H 1.273 1.576 -1.046  0.289
O -0.922 0.097 -0.105  0.304
C -0.789 0.260 -2.914  0.796
C -2.047 0.468 -2.192  -0.940
C -0.257 -1.096 -3.080  -1.009
C -0.140 1.410 -3.563  -1.471
C -1.881 0.900 -0.699  -0.513
H -2.628 -0.470 -2.175  0.331
H -2.647 1.236 -2.703  0.336
H -1.598 1.969 -0.647  0.220
H -2.854 0.797 -0.181  0.248
H -0.763 -1.639 -3.900  0.301
H -0.391 -1.692 -2.162  0.005
H 0.816 -1.068 -3.326  0.335
H -0.565 1.611 -4.564  0.358
H 0.938 1.230 -3.703  0.358
H -0.270 2.325 -2.963  0.359
F -1.114 1.397 2.656  -0.831

---

Q: ΔE to the lowest compared entry with this formula, charge and spin of number 4 (C37H58ClN13O4SeTi)?
A: 13.78 kcal/mol

---

Q: The lowest ΔE to the lowest compared entry with this formula, charge and spin belongs to which entry?
A: C15H20CoFO